# 1
{"formula": "C22H20BBiClF4N8O8S", "method": "ωB97M-V/def2-TZVPD", "species": ["Bi", "C", "C", "N", "N", "C", "B", "N", "C", "C", "C", "N", "N", "C", "C", "C", "N", "H", "H", "H", "H", "H", "H", "H", "H", "H", "H", "O", "Cl", "O", "O", "O", "F", "C", "F", "F", "S", "O", "O", "O", "F", "C", "C", "C", "C", "C", "C", "H", "H", "H", "H", "N", "C", "O", "C", "C", "C", "C", "N", "C", "H", "H", "H", "H", "H", "H"], "positions_angstrom": [[-0.1033, 0.3069, -0.0434], [-1.1227, -0.9928, 4.4984], [-0.1351, -0.8372, 3.5215], [-0.5131, 0.0305, 2.5927], [-1.7508, 0.4437, 2.9409], [-2.1342, -0.1548, 4.0793], [-2.5767, 1.4602, 2.1205], [-2.8324, 0.8413, 0.7094], [-2.9189, -0.6087, 0.3872], [-3.7465, -0.5724, -0.8573], [-3.9986, 0.7332, -1.1262], [-3.4840, 1.5709, -0.1737], [-1.8274, 2.7764, 1.9538], [-2.1898, 4.0095, 2.3466], [-1.2094, 4.8916, 1.9467], [-0.2648, 4.0848, 1.2956], [-0.6407, 2.8146, 1.3073], [-1.0992, -1.6169, 5.3739], [0.8292, -1.3159, 3.4601], [-3.0969, 0.0656, 4.5083], [-3.6101, 1.6512, 2.7124], [-3.4094, -1.1359, 1.2233], [-4.0152, -1.4659, -1.4176], [-4.5226, 1.1640, -1.9650], [-3.1186, 4.1657, 2.8690], [-1.1833, 5.9573, 2.0937], [0.6612, 4.3650, 0.8195], [-1.0783, -4.2743, -1.2419], [-1.9831, -3.3238, -1.9744], [-3.4595, -3.5460, -1.7348], [-1.6531, -1.1646, 0.1670], [0.4336, -0.8562, -1.8132], [4.7437, 1.7216, -1.9573], [3.4841, 1.8561, -2.4101], [3.5061, 2.7252, -3.4248], [3.0936, 0.6729, -2.8865], [2.3749, 2.4379, -1.0600], [2.9418, 3.6944, -0.6538], [1.0627, 2.4718, -1.6740], [2.4976, 1.3491, -0.0835], [-1.8717, -0.4677, -6.7629], [-1.2939, -0.5451, -5.5325], [-1.5438, 0.4469, -4.6079], [-0.9553, 0.3657, -3.3546], [-0.1265, -0.7071, -3.0134], [0.1134, -1.6840, -3.9885], [-0.4668, -1.6088, -5.2438], [-2.1825, 1.2797, -4.8705], [-1.1212, 1.1755, -2.6498], [0.7640, -2.5110, -3.7338], [-0.2850, -2.3671, -5.9935], [5.0629, -0.3056, 2.1943], [4.6821, -1.5861, 2.4370], [5.3303, -2.3587, 3.1191], [3.3798, -1.9899, 1.8141], [3.0733, -3.3336, 1.6330], [1.8913, -3.6749, 1.0042], [1.0493, -2.6665, 0.5593], [1.3420, -1.3827, 0.7603], [2.4672, -1.0431, 1.3891], [5.9605, -0.0204, 2.5469], [4.6355, 0.2486, 1.4702], [3.7738, -4.0800, 1.9854], [1.6116, -4.7041, 0.8305], [0.1364, -2.8903, 0.0338], [2.6227, 0.0141, 1.5443]], "forces_ev_per_angstrom": [[-0.35, 0.07, 0.28], [0.02, -0.01, 0.01], [0.13, -0.04, 0.05], [-0.20, 0.04, -0.10], [0.12, -0.08, 0.10], [-0.02, 0.04, 0.00], [-0.26, -0.22, -0.35], [0.69, -0.81, 0.53], [-0.09, 0.17, 0.24], [-0.20, -0.21, -0.17], [0.17, 0.02, 0.34], [-0.65, 0.83, -0.96], [0.17, 0.13, -0.03], [0.03, -0.06, -0.02], [-0.01, 0.07, 0.03], [0.04, -0.04, 0.00], [-0.21, -0.01, -0.01], [0.00, -0.01, 0.01], [0.01, -0.02, 0.01], [0.00, 0.00, -0.01], [-0.05, 0.05, 0.11], [0.13, -0.02, -0.06], [0.01, 0.54, 0.22], [-0.01, 0.02, -0.01], [-0.01, -0.01, 0.00], [0.00, 0.01, 0.00], [0.04, 0.02, -0.03], [-0.95, 0.92, -0.80], [-0.95, -1.13, 1.11], [1.95, 0.03, -0.38], [0.31, -0.18, -0.12], [0.01, 0.00, -0.10], [-0.03, 0.00, 0.00], [0.04, -0.01, -0.02], [-0.01, 0.04, 0.01], [-0.02, -0.01, 0.02], [0.01, 0.12, -0.09], [-0.03, -0.12, -0.02], [0.01, -0.01, 0.00], [0.07, 0.00, 0.09], [-0.01, 0.00, -0.04], [-0.04, 0.08, 0.03], [0.02, -0.03, -0.03], [-0.07, 0.18, 0.01], [0.13, -0.14, 0.14], [-0.01, -0.07, 0.00], [-0.03, -0.03, -0.04], [0.00, 0.00, 0.00], [-0.01, -0.04, -0.01], [0.04, 0.00, 0.01], [0.01, -0.01, -0.02], [0.06, -0.09, 0.00], [-0.02, 0.05, 0.05], [0.00, 0.00, -0.03], [0.00, 0.04, -0.04], [0.08, 0.01, 0.04], [-0.06, 0.03, -0.04], [0.22, -0.04, 0.08], [0.00, -0.05, 0.06], [-0.05, -0.11, -0.04], [-0.01, 0.00, -0.01], [0.01, 0.05, 0.00], [0.00, 0.01, -0.01], [0.02, -0.01, 0.02], [-0.13, 0.09, -0.01], [-0.06, -0.02, 0.00]], "homo_ev": [-4.366, -5.644], "total_charge": -1, "total_energy_ha": -3387.6480, "gap_ev": [4.39, 7.60]}

# 2
{"formula": "C4H10N", "method": "ωB97M-V/def2-TZVPD", "species": ["C", "C", "C", "C", "N", "H", "H", "H", "H", "H", "H", "H", "H", "H", "H"], "positions_angstrom": [[1.5235, 0.3776, -0.8212], [0.8479, 0.1867, 0.4696], [-0.5775, -0.2617, 0.4967], [-0.9624, -1.4152, 0.9258], [-1.4740, 0.6325, -0.2203], [0.9827, 1.1263, -1.4825], [2.6267, 0.5940, -0.7652], [1.5125, -0.6232, -1.3811], [1.3813, -0.5665, 0.9277], [0.9313, 1.0535, 1.1737], [-0.1756, -1.9248, 1.4253], [-1.9386, -1.9343, 0.8468], [-1.9794, 1.3810, 0.2567], [-2.0245, 0.2767, -1.0178], [-0.6739, 1.0974, -0.8341]], "forces_ev_per_angstrom": [[0.46, 0.06, -3.62], [-1.68, -0.66, 1.18], [2.05, 5.59, -2.30], [-2.24, -5.53, 2.36], [2.82, 1.66, -3.23], [1.07, -0.49, 0.43], [-1.29, 0.34, 0.27], [-0.15, 1.22, 0.68], [1.16, -1.66, 1.61], [-0.17, 0.35, -0.15], [0.30, -0.95, 0.75], [0.50, 0.50, -0.21], [-0.22, 0.10, 0.53], [-0.67, -0.71, 0.66], [-1.95, 0.18, 1.05]], "multiplicity": 2, "homo_ev": [-21.722, -21.601], "total_charge": 2, "total_energy_ha": -212.2926, "gap_ev": [11.58, 6.41]}

# 3
{"formula": "CFNO5S", "method": "ωB97M-V/def2-TZVPD", "species": ["C", "N", "O", "O", "O", "O", "O", "F", "S"], "positions_angstrom": [[-0.2581, 0.4274, -1.7254], [0.2836, -0.6360, -0.2317], [-0.1096, 1.5771, -1.3914], [0.4280, -1.1877, 2.2071], [-0.5255, -0.2868, -2.6279], [0.2843, 1.1777, 1.5425], [-1.6629, -0.3560, 1.2006], [1.7508, -0.5249, -0.2316], [-0.1905, -0.1906, 1.2579]], "forces_ev_per_angstrom": [[1.28, 1.48, 2.59], [0.00, -0.68, -2.32], [-0.33, -0.24, -0.66], [-0.70, 1.22, -1.11], [-0.55, -1.27, -1.24], [-0.57, -0.75, 0.02], [1.03, 0.38, -0.42], [-0.37, 0.17, -0.10], [0.19, -0.31, 3.24]], "homo_ev": -0.241, "total_charge": -2, "total_energy_ha": -967.0707, "gap_ev": 7.04}

# 4
{"formula": "C2H3ClO2", "method": "ωB97M-V/def2-TZVPD", "species": ["C", "C", "O", "O", "Cl", "H", "H", "H"], "positions_angstrom": [[-0.9399, -1.2858, 0.3651], [-0.0997, -0.1547, -0.0021], [-1.0868, -2.3982, 0.5640], [-2.7557, -0.2848, 0.8580], [-3.4826, -1.5706, 1.5805], [-0.0334, 0.0186, -1.0787], [-0.2690, 0.8413, 0.3277], [0.8305, -0.3942, 0.3926]], "forces_ev_per_angstrom": [[-3.08, 1.98, 0.69], [-0.15, 0.11, -1.28], [0.64, 0.20, -0.28], [2.45, -1.31, -0.60], [-0.64, 0.05, 0.20], [-0.02, -0.81, -0.11], [-1.35, 0.39, 1.03], [2.16, -0.60, 0.35]], "homo_ev": -8.588, "total_energy_ha": -688.5423, "gap_ev": 8.81}

# 5
{"formula": "C5H8O", "method": "ωB97M-V/def2-TZVPD", "species": ["C", "C", "C", "C", "O", "C", "H", "H", "H", "H", "H", "H", "H", "H"], "positions_angstrom": [[-2.1944, 0.6946, -0.0244], [-2.7263, -0.4126, 0.4828], [1.7377, 0.6097, -1.0292], [1.5707, -0.8522, -0.7452], [1.9032, -0.7717, 0.6502], [2.1098, 0.6278, 0.4196], [-2.2329, 0.9145, -1.0884], [-1.7086, 1.4346, 0.6070], [-2.6927, -0.6275, 1.5481], [-3.2237, -1.1483, -0.1450], [0.5181, -1.1329, -0.9151], [2.2140, -1.5356, -1.3171], [1.5484, 1.2866, 1.0951], [3.1767, 0.9131, 0.4617]], "forces_ev_per_angstrom": [[-0.08, -0.15, 0.07], [0.08, 0.14, -0.07], [0.00, -0.26, 0.29], [-0.07, 0.04, -0.30], [0.04, -0.11, 0.13], [-0.01, 0.32, -0.10], [0.00, -0.05, 0.14], [-0.06, -0.12, -0.07], [0.02, 0.05, -0.15], [0.09, 0.13, 0.07], [0.09, -0.01, 0.03], [-0.11, 0.11, 0.04], [0.08, -0.06, -0.13], [-0.07, -0.03, 0.07]], "homo_ev": -9.183, "total_energy_ha": -270.3365, "gap_ev": 8.87}

One value per record, in order, for energy above the lowest of the compared OMol25 structures with the same formula, charge and spin: 0.00; 226.07; 0.00; 372.52; 581.40 kJ/mol.